{
  "formula": "C72H180N12",
  "method": "ωB97M-V/def2-TZVPD",
  "homo_lumo_gap_ev": 8.64,
  "fmax_ev_per_a": 1.5,
  "smiles": "CCN(CC)CC.CCN(CC)CC.CCN(CC)CC.CCN(CC)CC.CCN(CC)CC.CCN(CC)CC.CCN(CC)CC.CCN(CC)CC.CCN(CC)CC.CCN(CC)CC.CCN(CC)CC.CCN(CC)CC",
  "elements": ["C", "C", "N", "C", "C", "C", "C", "H", "H", "H", "H", "H", "H", "H", "H", "H", "H", "H", "H", "H", "H", "H", "C", "C", "N", "C", "C", "C", "C", "H", "H", "H", "H", "H", "H", "H", "H", "H", "H", "H", "H", "H", "H", "H", "C", "C", "N", "C", "C", "C", "C", "H", "H", "H", "H", "H", "H", "H", "H", "H", "H", "H", "H", "H", "H", "H", "C", "C", "N", "C", "C", "C", "C", "H", "H", "H", "H", "H", "H", "H", "H", "H", "H", "H", "H", "H", "H", "H", "C", "C", "N", "C", "C", "C", "C", "H", "H", "H", "H", "H", "H", "H", "H", "H", "H", "H", "H", "H", "H", "H", "C", "C", "N", "C", "C", "C", "C", "H", "H", "H", "H", "H", "H", "H", "H", "H", "H", "H", "H", "H", "H", "H", "C", "C", "N", "C", "C", "C", "C", "H", "H", "H", "H", "H", "H", "H", "H", "H", "H", "H", "H", "H", "H", "H", "C", "C", "N", "C", "C", "C", "C", "H", "H", "H", "H", "H", "H", "H", "H", "H", "H", "H", "H", "H", "H", "H", "C", "C", "N", "C", "C", "C", "C", "H", "H", "H", "H", "H", "H", "H", "H", "H", "H", "H", "H", "H", "H", "H", "C", "C", "N", "C", "C", "C", "C", "H", "H", "H", "H", "H", "H", "H", "H", "H", "H", "H", "H", "H", "H", "H", "C", "C", "N", "C", "C", "C", "C", "H", "H", "H", "H", "H", "H", "H", "H", "H", "H", "H", "H", "H", "H", "H", "C", "C", "N", "C", "C", "C", "C", "H", "H", "H", "H", "H", "H", "H", "H", "H", "H", "H", "H", "H", "H", "H"],
  "positions_angstrom": [[1.92841, 1.90030, -9.08966], [2.67887, 1.66516, -7.78915], [2.24753, 2.52596, -6.68563], [0.88239, 2.25628, -6.27863], [0.29037, 3.42061, -5.50742], [3.20062, 2.52481, -5.58641], [3.46511, 1.17077, -4.91530], [1.76031, 2.95488, -9.31545], [0.96341, 1.39424, -9.13063], [2.55235, 1.53434, -9.90770], [2.59471, 0.61065, -7.49770], [3.72542, 1.89670, -7.99847], [0.26101, 2.17054, -7.17532], [0.71778, 1.31796, -5.72505], [-0.77466, 3.29814, -5.31103], [0.81448, 3.63018, -4.57341], [0.38141, 4.31390, -6.13291], [2.87083, 3.18612, -4.78430], [4.14822, 2.90210, -5.97838], [3.72570, 0.36894, -5.60893], [2.56095, 0.83426, -4.39434], [4.22957, 1.16517, -4.13556], [6.74760, 3.11889, 0.32951], [6.43855, 1.99055, -0.62636], [5.99966, 0.76713, 0.06085], [5.95113, -0.39501, -0.84306], [7.35781, -0.82742, -1.25579], [4.64619, 0.94477, 0.61846], [4.46238, 0.09360, 1.87429], [5.89094, 3.40625, 0.93729], [7.03660, 4.02367, -0.21167], [7.61281, 2.85954, 0.94281], [5.65192, 2.35030, -1.31381], [7.28275, 1.73388, -1.26018], [5.51857, -1.20199, -0.25173], [5.32487, -0.26040, -1.73605], [7.75302, -0.12527, -1.99469], [8.03450, -0.89779, -0.40845], [7.36098, -1.76271, -1.82256], [3.85933, 0.65700, -0.08981], [4.48393, 1.99481, 0.86951], [4.56639, -0.97070, 1.64645], [3.46554, 0.19743, 2.30887], [5.24596, 0.32723, 2.59486], [-4.22191, 1.06631, 3.38786], [-3.99717, 1.58070, 1.97485], [-4.35688, 2.98166, 1.82058], [-5.74127, 3.30548, 2.07154], [-6.77737, 2.69472, 1.10828], [-3.85288, 3.60094, 0.60662], [-2.31881, 3.67091, 0.59223], [-3.81002, 0.07774, 3.56839], [-5.28217, 1.03536, 3.66028], [-3.83381, 1.79002, 4.11233], [-2.95553, 1.37758, 1.73195], [-4.62446, 0.97943, 1.30231], [-6.03211, 3.00624, 3.08332], [-5.86192, 4.39032, 2.04565], [-6.55164, 3.03545, 0.09012], [-6.70138, 1.60914, 1.02683], [-7.80197, 2.99755, 1.31425], [-4.17943, 4.63500, 0.46949], [-4.27825, 3.06033, -0.25137], [-1.91664, 4.17293, 1.46997], [-2.03743, 4.30826, -0.25246], [-1.87813, 2.69477, 0.40043], [0.14891, -2.14154, 0.77464], [-0.72488, -1.13001, 0.06634], [0.05695, -0.36226, -0.89736], [-0.86171, 0.42463, -1.71044], [-0.25061, 1.04168, -2.96314], [1.20889, 0.35219, -0.38057], [0.86106, 1.26891, 0.77554], [0.88308, -1.69587, 1.44552], [0.69221, -2.76537, 0.06146], [-0.47394, -2.84892, 1.33048], [-1.49105, -1.65463, -0.50351], [-1.28144, -0.53173, 0.80649], [-1.31818, 1.20168, -1.07322], [-1.70047, -0.17682, -2.06553], [0.36019, 1.93283, -2.80895], [-1.08636, 1.32186, -3.61310], [0.32695, 0.35470, -3.58558], [1.94248, -0.40087, -0.07475], [1.71081, 0.87350, -1.19855], [1.82063, 1.59755, 1.19212], [0.34438, 2.19076, 0.50083], [0.25556, 0.78804, 1.54197], [3.71774, -3.65138, 0.13231], [4.63676, -3.97392, 1.32341], [4.70091, -5.42350, 1.48717], [3.53928, -5.91955, 2.24798], [3.50106, -7.44544, 2.25932], [5.95988, -5.86502, 2.10880], [7.20077, -5.41062, 1.35460], [4.02093, -4.29014, -0.70048], [3.71107, -2.58678, -0.11139], [2.66128, -3.92177, 0.22425], [5.61180, -3.57068, 1.06976], [4.24311, -3.41986, 2.18856], [3.59300, -5.49659, 3.26018], [2.60935, -5.54541, 1.81965], [2.53843, -7.73969, 2.68896], [3.57805, -7.87856, 1.26400], [4.25288, -7.88313, 2.91500], [5.93217, -6.94985, 2.17472], [6.01813, -5.50628, 3.15084], [7.43938, -4.35157, 1.43597], [7.11848, -5.65705, 0.29441], [8.07612, -5.93324, 1.74666], [-6.12729, 0.09222, -5.14315], [-5.22792, 0.66898, -4.05893], [-4.85293, 2.07027, -4.22760], [-5.95628, 2.97713, -4.47115], [-6.92465, 3.16027, -3.29006], [-3.96426, 2.45702, -3.15063], [-3.29668, 3.79760, -3.40582], [-7.09336, 0.58646, -5.24457], [-6.28433, -0.96877, -4.94766], [-5.64471, 0.16935, -6.12119], [-5.72341, 0.55056, -3.08043], [-4.34794, 0.02487, -4.00259], [-5.62916, 3.95121, -4.83272], [-6.58313, 2.56734, -5.26653], [-7.71562, 3.86209, -3.55918], [-7.39236, 2.21656, -3.00619], [-6.41119, 3.56410, -2.41443], [-3.13935, 1.74479, -3.05580], [-4.45875, 2.46399, -2.16842], [-4.00046, 4.63014, -3.50829], [-2.70729, 3.82945, -4.32217], [-2.69754, 4.06837, -2.53419], [5.00660, -1.91809, 7.51927], [4.25398, -2.99436, 6.73992], [3.12539, -2.46745, 5.99003], [2.06605, -1.89557, 6.79682], [1.11019, -2.90874, 7.43196], [2.71999, -3.38556, 4.92721], [1.72627, -2.73111, 3.98253], [5.99837, -2.22605, 7.84742], [4.42634, -1.52442, 8.35569], [5.17824, -1.03741, 6.89234], [4.98699, -3.43483, 6.05950], [3.94502, -3.83263, 7.38493], [2.45668, -1.24374, 7.58076], [1.51522, -1.18937, 6.17337], [0.37167, -2.34850, 8.00993], [0.57418, -3.45116, 6.64876], [1.58095, -3.65063, 8.07694], [2.35822, -4.32936, 5.35794], [3.64245, -3.55404, 4.37066], [2.15726, -1.95322, 3.35010], [0.82422, -2.38825, 4.48879], [1.40496, -3.46797, 3.23681], [2.85237, 1.18742, 5.49096], [1.85587, 2.10348, 4.82160], [0.48206, 1.84983, 5.24173], [-0.00743, 0.57229, 4.71938], [-1.12290, -0.01552, 5.56793], [-0.41425, 2.93848, 4.80638], [-0.26770, 4.19816, 5.63343], [2.68304, 1.18597, 6.57078], [3.89716, 1.48195, 5.35179], [2.86262, 0.15032, 5.14628], [2.09754, 3.15334, 4.99748], [1.96168, 2.03940, 3.72110], [0.82523, -0.12679, 4.67848], [-0.34123, 0.68806, 3.67457], [-1.08573, -1.10796, 5.50416], [-2.12560, 0.27596, 5.25475], [-0.96576, 0.24698, 6.61439], [-0.14138, 3.08730, 3.75009], [-1.45601, 2.61784, 4.78985], [0.75552, 4.53241, 5.80502], [-0.73274, 5.06125, 5.14835], [-0.76101, 4.05773, 6.59569], [1.33913, 4.68098, 1.95971], [2.27507, 4.66484, 0.76907], [1.57069, 4.66257, -0.51369], [0.68314, 5.79563, -0.75106], [-0.15971, 5.50683, -2.00270], [2.41035, 4.28234, -1.62706], [3.37332, 5.34985, -2.15952], [0.46106, 4.04262, 1.86958], [0.85700, 5.65569, 2.10001], [1.92659, 4.48625, 2.85562], [3.03650, 5.45911, 0.79215], [2.85478, 3.73640, 0.77794], [-0.03658, 5.78792, 0.06822], [1.17471, 6.77515, -0.77370], [-1.08624, 6.08110, -1.93110], [0.34563, 5.65295, -2.95601], [-0.50524, 4.47004, -1.99172], [1.79288, 3.84722, -2.42145], [3.02298, 3.41434, -1.35022], [4.01918, 4.92318, -2.92518], [3.97492, 5.74032, -1.33628], [2.81573, 6.20510, -2.54791], [-1.00623, -6.46711, 6.44089], [0.31410, -6.34156, 5.65220], [0.39448, -7.23159, 4.49649], [0.60167, -8.61707, 4.89007], [1.92790, -8.88807, 5.59102], [-0.65310, -7.09707, 3.48571], [-0.72438, -5.70520, 2.89379], [-1.06670, -7.44319, 6.92824], [-1.89175, -6.35000, 5.81902], [-1.01383, -5.73933, 7.25486], [0.40639, -5.32000, 5.27823], [1.14096, -6.50054, 6.34322], [-0.25442, -9.09957, 5.38635], [0.63469, -9.18491, 3.95035], [2.71613, -8.24555, 5.20267], [1.84348, -8.69678, 6.66484], [2.18444, -9.94168, 5.49199], [-1.60096, -7.41442, 3.94683], [-0.43637, -7.84845, 2.72348], [-1.05068, -4.99960, 3.66112], [-1.43226, -5.64352, 2.06574], [0.23306, -5.35159, 2.50853], [-2.74108, 0.89665, -6.89108], [-3.16111, 2.32481, -7.24652], [-3.36116, 2.45404, -8.67297], [-2.15073, 2.47525, -9.48714], [-1.35984, 3.78591, -9.45375], [-4.32020, 3.51259, -8.99373], [-4.82005, 3.40672, -10.42726], [-1.74526, 0.57826, -7.22051], [-3.41902, 0.20953, -7.40371], [-2.72129, 0.66841, -5.82275], [-4.08276, 2.46364, -6.68200], [-2.41138, 3.00926, -6.81832], [-1.50002, 1.65625, -9.17876], [-2.46498, 2.28344, -10.51374], [-2.01010, 4.58154, -9.82507], [-1.05040, 4.07462, -8.44795], [-0.49558, 3.72425, -10.11422], [-3.87109, 4.50437, -8.84173], [-5.18334, 3.46737, -8.33128], [-4.10312, 3.69583, -11.19684], [-5.61003, 4.15263, -10.57657], [-5.26630, 2.42930, -10.60230], [-4.25061, -1.79473, -1.32243], [-4.17119, -2.52068, 0.00643], [-4.78448, -1.79799, 1.10152], [-6.13946, -1.28591, 0.90724], [-7.20553, -2.39748, 0.86372], [-4.63728, -2.43579, 2.39826], [-3.20348, -2.63791, 2.89070], [-3.82151, -0.79562, -1.24260], [-5.28161, -1.80141, -1.68275], [-3.68501, -2.34650, -2.07720], [-4.58220, -3.54245, -0.06542], [-3.10048, -2.63153, 0.19293], [-6.20532, -0.69825, -0.01079], [-6.35354, -0.57006, 1.70425], [-6.89972, -3.15665, 0.13922], [-8.13092, -1.96071, 0.48913], [-7.30047, -2.88943, 1.82844], [-5.16283, -1.86387, 3.16733], [-5.17408, -3.39992, 2.36589], [-3.18646, -2.90815, 3.94723], [-2.69660, -3.41849, 2.32629], [-2.68192, -1.68106, 2.81008]]
}